No. 1
A molecular structure, C34H34IN7OSr in a non-equilibrium geometry. Source: the Open Molecules 2025 dataset; level of theory: ωB97M-V with the def2-TZVPD basis set.

XYZ file:
```
78
Properties=species:S:1:pos:R:3:forces:R:3
Sr 0.358557 0.593129 0.173439 -2.9 -1.7 1.0
C 2.946586 0.800146 -0.226608 0.2 0.5 -0.2
C 2.597163 2.034254 0.731843 0.3 -0.2 -0.4
C 2.431039 1.659015 2.201775 0.4 -0.1 0.0
C 3.504998 1.803238 3.069680 0.0 0.0 0.1
C 3.359142 1.389995 4.385383 0.0 0.0 0.0
C 2.151097 0.848183 4.788993 0.0 0.0 0.0
C 1.125153 0.755320 3.861130 -0.1 0.0 0.0
N 1.257696 1.156527 2.603732 0.3 0.3 -0.5
N 2.175354 0.714810 -1.503527 0.4 0.6 0.8
C 2.235837 -0.591493 -2.161356 0.1 0.1 0.0
C 0.935222 -0.938154 -2.861193 0.0 0.0 0.0
C 0.884765 -1.318594 -4.190495 0.0 0.0 0.0
C -0.347441 -1.669145 -4.731519 0.0 0.0 0.0
C -1.473020 -1.626033 -3.930582 0.0 0.0 0.0
C -1.333195 -1.226043 -2.606107 0.0 0.0 0.0
N -0.157401 -0.892617 -2.091020 0.4 0.2 0.2
C 2.243823 1.900003 -2.337036 0.1 -0.2 -0.4
C 1.300390 3.027999 -1.946053 0.2 0.2 -0.1
C 1.722075 4.346648 -2.069033 -0.2 0.0 0.0
C 0.844444 5.356515 -1.705601 0.0 0.0 0.0
C -0.407452 5.023098 -1.209833 0.0 0.0 0.0
C -0.742674 3.682364 -1.108857 0.0 -0.1 -0.1
N 0.090169 2.711681 -1.487990 0.3 -0.2 0.1
H 2.722166 -0.107899 0.339004 0.2 0.0 -0.3
H 4.022394 0.824476 -0.424284 0.0 0.0 0.1
H 1.701410 2.565390 0.405053 0.2 0.2 0.0
H 3.397939 2.765814 0.646175 0.0 0.0 0.0
H 4.438835 2.225068 2.720717 0.0 0.0 0.0
H 4.181799 1.486324 5.081869 0.0 0.0 0.0
H 1.996929 0.502824 5.801236 0.0 0.0 0.0
H 0.157544 0.346612 4.126571 0.0 0.0 0.0
H 2.384183 -1.335890 -1.373353 0.1 0.0 0.0
H 3.085261 -0.669779 -2.851608 0.0 0.0 0.0
H 1.786433 -1.346761 -4.788835 0.0 0.0 0.0
H -0.420344 -1.971370 -5.768398 0.0 0.0 0.0
H -2.449559 -1.890113 -4.311575 0.0 0.0 0.0
H -2.180746 -1.171090 -1.932013 0.0 0.0 0.0
H 1.985717 1.610173 -3.361206 0.0 -0.1 0.0
H 3.269723 2.292560 -2.372675 0.0 0.0 -0.1
H 2.717051 4.574124 -2.428931 0.0 0.0 0.0
H 1.141083 6.394229 -1.788428 0.0 0.0 0.0
H -1.106483 5.783409 -0.891296 0.0 0.0 0.0
H -1.689919 3.346296 -0.698285 0.0 0.0 0.0
C -1.192233 -4.068874 1.173212 0.0 0.0 0.0
C -0.387849 -2.799751 1.226176 0.1 -0.1 -0.1
N -0.973545 -1.602564 1.027568 -0.1 0.4 -0.1
N -2.224054 -1.565063 0.794983 0.0 -0.1 0.1
C -2.764996 -0.176235 0.742519 -0.1 0.4 0.0
O -1.918020 0.798867 0.349863 0.3 -0.1 -0.1
C -3.994726 -0.256300 -0.179084 0.0 0.0 0.0
C -4.898919 -1.314382 -0.102054 0.0 0.0 0.0
C -5.992140 -1.375540 -0.953466 0.0 0.0 0.0
C -6.201208 -0.377518 -1.897665 0.0 0.0 0.0
C -5.307153 0.679636 -1.978997 0.0 0.0 0.0
C -4.212571 0.737074 -1.124048 0.0 0.0 0.0
C 0.981606 -2.820775 1.593385 -0.1 0.0 0.0
C 1.554928 -4.030044 2.094391 0.0 0.0 0.0
C 2.847842 -4.067909 2.534429 0.0 0.0 0.0
C 3.624283 -2.903002 2.492872 0.0 0.0 0.0
C 3.022743 -1.782150 1.967714 0.0 0.0 0.1
N 1.770732 -1.704743 1.507013 0.0 0.0 -0.1
H -2.123722 -3.869347 0.648347 0.0 0.0 0.0
H -1.454155 -4.450475 2.167619 0.0 0.0 0.0
H -0.660573 -4.865701 0.646679 0.0 0.0 0.0
H -4.724862 -2.103165 0.618953 0.0 0.0 0.0
H -6.683070 -2.207162 -0.883357 0.0 0.0 0.0
H -7.055489 -0.424866 -2.561767 0.0 0.0 0.0
H -5.462698 1.464983 -2.709586 0.0 0.0 0.0
H -3.496433 1.546395 -1.176294 0.0 0.0 0.0
H 0.941084 -4.916103 2.151625 0.0 0.0 0.0
H 3.259061 -4.991108 2.925203 0.0 0.0 0.0
H 4.646472 -2.871416 2.841549 0.0 0.0 0.0
H 3.606398 -0.863806 1.920076 0.0 0.0 0.0
I -3.197534 2.096292 2.850492 0.0 0.0 -0.1
C -3.262025 0.047693 2.215048 0.0 0.0 0.1
H -2.618729 -0.471237 2.919812 0.1 0.0 0.0
H -4.292170 -0.256978 2.377869 0.0 -0.1 0.0
```
Positions in Å, forces in eV/Å.

Output
Relative energy (zero: lowest compared OMol25 entry of this formula, charge and spin) in kcal per mole: 71.4
Electronic energy in Ha: -2102.999730
Max |F| in eV/A: 3.54
LUMO level in eV: 0.008
Gap between HOMO and LUMO in hartree: 0.202

No. 2
A molecular structure, C15H21IN2OZr in a non-equilibrium geometry. Source: the Open Molecules 2025 dataset; level of theory: ωB97M-V with the def2-TZVPD basis set.

XYZ file:
```
41
Properties=species:S:1:pos:R:3:forces:R:3
C 2.347817 3.616791 0.636627 -0.7 -0.2 0.5
C 3.253019 2.440705 0.258234 0.7 0.5 0.5
H 2.079403 4.246598 -0.224130 0.2 -0.2 0.2
H 2.779955 4.280310 1.407958 0.1 -0.4 -0.4
H 1.372909 3.271711 1.085838 1.8 0.3 -0.4
H 2.784984 1.755335 -0.469613 -0.2 -0.2 -0.3
H 4.193521 2.785778 -0.210094 -0.5 -0.2 0.0
H 3.548457 1.840177 1.129689 -0.2 0.1 -0.2
C -3.064578 1.413121 -0.561101 0.0 0.5 0.3
C -4.289887 1.300181 -1.170808 -0.1 -0.3 -0.3
C -4.423959 0.321512 -2.147269 -0.3 0.3 0.1
C -3.345230 -0.507464 -2.448029 0.8 -0.4 0.0
H -2.917779 2.147285 0.227526 -0.1 -0.4 -0.4
H -5.107025 1.961129 -0.870584 0.3 -0.3 -0.1
H -5.389241 0.218805 -2.641884 0.3 -0.2 0.0
H -3.470588 -1.330948 -3.146455 0.0 0.3 0.0
N -1.983323 0.679995 -0.899136 0.2 -0.5 -0.2
C -2.102647 -0.326515 -1.825765 -1.8 0.8 0.5
C -0.958165 -1.223229 -1.954499 1.4 -1.4 0.0
N 0.232553 -0.820460 -1.391848 -0.3 -0.3 -0.9
C 1.304613 -1.673129 -1.430033 -0.6 0.3 0.1
C -0.024579 -3.418001 -2.376029 0.0 0.0 0.1
C 1.190871 -2.994039 -1.841347 0.1 0.2 -0.1
H 2.264181 -1.265080 -1.114006 -0.3 -0.1 0.2
H 2.040640 -3.677618 -1.754658 -0.3 0.4 -0.1
C -1.075693 -2.515121 -2.489531 -0.4 0.7 0.3
H -2.040153 -2.803746 -2.909814 0.5 -0.1 0.1
H -0.156590 -4.455954 -2.674597 0.0 0.2 -0.1
Zr 0.068902 1.142951 -0.206131 1.2 0.0 4.1
I -0.959274 3.430084 1.021869 -0.6 -0.3 -0.5
C 2.379851 -0.722600 2.733750 0.5 0.2 0.2
C 0.937276 -0.856685 2.283833 0.2 -0.7 0.1
C -0.112029 -1.126346 3.379689 -0.2 0.0 0.2
O 0.593026 0.314479 1.458750 -0.9 0.6 -2.5
H 2.568869 0.203943 3.294408 -0.2 -0.3 0.0
H 3.075231 -0.737655 1.876190 -0.4 0.1 0.2
H 2.654696 -1.595102 3.355353 -0.2 0.5 -0.2
H 0.944657 -1.693296 1.576147 -0.3 0.0 0.0
H -0.443144 -0.206011 3.872505 0.2 0.0 -0.1
H -1.006421 -1.622460 2.969468 0.3 0.3 0.0
H 0.254884 -1.799449 4.189543 0.1 0.5 -0.8
```
Positions in Å, forces in eV/Å.

Output
Relative energy (zero: lowest compared OMol25 entry of this formula, charge and spin) in kcal per mole: 0.0
Total charge: +2
Electronic energy in Ha: -1113.178870
Max |F| in eV/A: 4.23
LUMO level in eV: -8.394
Gap between HOMO and LUMO in hartree: 0.250

No. 3
2 unconnected molecules or ions with the total composition C3H10OS2 in a non-equilibrium geometry. Source: the Open Molecules 2025 dataset; level of theory: ωB97M-V with the def2-TZVPD basis set.

XYZ file:
```
16
Properties=species:S:1:pos:R:3:forces:R:3
C 1.447172 1.754110 0.476564 1.1 -0.3 0.0
C 0.673174 0.778305 -0.413995 0.9 0.4 -1.3
S 0.880176 -0.946516 0.036752 -1.0 0.9 3.1
S -0.257203 -0.362252 2.237694 1.5 -1.3 -2.5
C -1.788177 -0.723144 1.428080 -2.5 -0.6 0.7
H 1.438946 2.780136 0.092332 -0.2 -0.2 0.0
H 1.015963 1.731446 1.470374 -0.1 0.2 0.1
H 2.521179 1.458461 0.620066 -0.9 0.1 -0.4
H 1.025737 0.834976 -1.494723 -0.5 0.0 1.2
H -0.392883 0.985431 -0.387009 0.0 0.2 -0.2
H -1.848718 -1.785965 1.112016 0.1 0.7 0.2
H -1.974821 -0.074260 0.558142 0.0 -0.2 0.4
H -2.667299 -0.586929 2.185816 1.6 0.0 -1.2
O -0.251666 -1.972503 -3.001273 1.4 0.1 1.6
H 0.699168 -2.227067 -2.817647 -1.6 0.3 -0.5
H -0.520745 -1.644228 -2.103190 0.2 -0.4 -1.1
```
Positions in Å, forces in eV/Å.

Output
Relative energy (zero: lowest compared OMol25 entry of this formula, charge and spin) in kcal per mole: 34.1
Electronic energy in Ha: -991.857338
Max |F| in eV/A: 3.36
LUMO level in eV: -1.462
Structure (SMILES): CCSSC.O
Gap between HOMO and LUMO in hartree: 0.290

No. 4
A molecular structure, C3HAsN9O2PtS5. Source: the Open Molecules 2025 dataset; level of theory: ωB97M-V with the def2-TZVPD basis set.

XYZ file:
```
22
Properties=species:S:1:pos:R:3:forces:R:3
Pt -0.031983 0.011192 -0.020275 0.1 0.1 0.0
S 0.506330 -4.525544 1.529213 0.0 -0.1 0.0
As -0.066818 -2.609585 2.114951 0.0 0.3 -0.2
S 1.450852 -1.038566 1.451115 0.1 -0.1 0.1
S -1.505111 -1.670886 0.621756 -0.1 -0.1 0.1
S -0.671981 -2.268106 4.086311 0.0 0.0 0.0
N -1.088702 -0.273872 -3.307765 -0.1 -0.1 0.1
C -1.780785 0.620757 -2.527574 0.1 0.0 0.0
N -2.775552 1.365577 -2.969602 0.0 0.0 0.0
N -3.133559 2.104618 -1.892055 0.0 0.1 0.0
N -2.396898 1.831600 -0.878125 0.0 -0.1 0.0
N -1.518011 0.871789 -1.250906 0.0 0.1 0.0
C -0.007124 -1.029576 -2.919099 0.1 0.1 0.0
N 0.655934 -1.796631 -3.759482 0.0 0.0 0.0
N 1.679744 -2.291885 -3.022618 0.0 0.0 0.0
N 1.638487 -1.852550 -1.821248 0.0 0.0 0.0
N 0.557538 -1.045334 -1.710542 -0.1 0.0 0.0
H -1.430241 -0.426114 -4.239124 0.0 0.0 0.0
O -0.675517 1.111862 1.538578 0.1 0.0 -0.1
O -0.071466 2.247766 1.606914 0.0 0.0 0.0
S 2.751289 1.941733 -0.800941 -0.1 0.1 0.0
C 1.443586 1.260511 -0.451158 0.0 -0.1 0.0
```
Positions in Å, forces in eV/Å.

Output
2S+1: 2
Relative energy (zero: lowest compared OMol25 entry of this formula, charge and spin) in kcal per mole: 28.6
Total charge: -2
Electronic energy in Ha: -5104.197364
Max |F| in eV/A: 0.38
LUMO level (spin up / spin down) in eV: 3.746 / 3.745
Gap between HOMO and LUMO (spin up / spin down) in hartree: 0.208 / 0.208

No. 5
2 unconnected molecules or ions with the total composition C3H4N2O2 in a non-equilibrium geometry. Source: the Open Molecules 2025 dataset; level of theory: ωB97M-V with the def2-TZVPD basis set.

XYZ file:
```
11
Properties=species:S:1:pos:R:3:forces:R:3
C 0.669269 -0.725412 0.165544 0.3 -2.0 1.5
C 0.745051 0.724801 -0.269823 1.1 -2.0 -2.0
C -1.287024 0.061330 0.290634 -1.4 0.0 -2.7
N -0.538125 -1.055184 0.455080 1.4 -0.8 1.6
N -0.617782 1.131358 -0.379517 -0.5 0.3 -2.8
O -1.272708 1.254203 0.882507 0.5 0.9 3.5
O -3.331150 -0.428341 -0.365208 -2.1 1.2 -0.6
H 1.440518 -1.536007 0.482295 -0.8 1.8 -1.2
H 1.267800 1.274569 0.400025 1.7 1.9 2.4
H 1.331659 0.799945 -1.209894 -0.8 0.2 0.2
H -3.703695 0.510507 -0.467371 0.6 -1.5 0.2
```
Positions in Å, forces in eV/Å.

Output
2S+1: 3
Relative energy (zero: lowest compared OMol25 entry of this formula, charge and spin) in kcal per mole: 113.5
Electronic energy in Ha: -376.377073
Max |F| in eV/A: 3.61
LUMO level (spin up / spin down) in eV: 0.806 / -2.253
Gap between HOMO and LUMO (spin up / spin down) in hartree: 0.293 / 0.286

No. 6
A molecular structure, C24H22BN2O5Pt. Source: the Open Molecules 2025 dataset; level of theory: ωB97M-V with the def2-TZVPD basis set.

XYZ file:
```
55
Properties=species:S:1:pos:R:3:forces:R:3
Pt 0.040598 -0.173555 -0.136923 0.1 0.1 -0.1
O 3.589650 -0.718328 2.604567 0.0 0.0 0.1
C 2.865834 -1.014114 3.685019 0.1 0.0 0.0
C 3.570130 -1.345731 4.844205 0.0 0.0 0.0
C 2.892457 -1.661917 5.995182 0.0 0.0 0.0
C 1.486891 -1.664458 6.037083 0.0 0.0 0.0
C 0.782195 -1.349648 4.912629 0.0 0.0 -0.1
C 1.447570 -1.016159 3.704550 0.0 0.0 0.0
C 0.688759 -0.702227 2.534221 0.0 -0.1 0.0
O 1.292864 -0.313567 1.436193 0.0 -0.1 0.1
N -0.663375 -0.834845 2.581641 0.0 0.0 0.1
N -1.213597 -0.578677 1.432741 -0.3 0.0 0.0
C -2.588345 -0.803870 1.252365 0.0 0.0 0.0
C -3.228632 -0.589515 0.027828 0.0 0.0 -0.1
C -4.606068 -0.824185 -0.014539 -0.1 0.0 -0.1
C -5.422380 -0.574857 -1.160838 0.0 0.0 0.1
C -4.887574 -0.072100 -2.315307 0.1 0.0 0.0
C -3.509103 0.147583 -2.347157 0.0 0.0 0.0
C -2.646725 -0.127058 -1.243863 0.0 0.0 0.0
O -1.398671 0.047291 -1.511891 -0.1 0.1 0.0
H 2.997977 -0.473130 1.874356 0.0 0.0 -0.1
H 4.650270 -1.339295 4.801134 0.0 0.0 0.0
H 3.453233 -1.910185 6.886923 0.0 0.0 0.0
H 0.970183 -1.912620 6.952982 0.0 0.0 0.0
H -0.297659 -1.345219 4.920776 0.0 0.0 0.0
H -3.150766 -1.161273 2.104464 0.1 0.0 0.1
H -5.081624 -1.203262 0.880760 0.0 0.0 0.0
H -6.481870 -0.785424 -1.097643 0.0 0.0 0.0
H -5.499397 0.132476 -3.180718 0.0 0.0 0.0
H -3.021896 0.519497 -3.239428 0.0 0.0 0.0
C 1.801475 -8.647978 -1.269513 0.0 0.0 0.0
C 2.081873 -7.525579 -2.278539 0.0 0.0 0.0
C 1.667391 -7.984421 -3.683557 0.0 0.0 0.0
C 3.584845 -7.247891 -2.285098 0.0 0.0 0.0
C 1.271063 -6.285728 -1.894825 0.0 0.0 0.0
C -0.125682 -6.375007 -1.835432 0.0 0.0 0.0
C -0.942726 -5.301790 -1.499094 0.0 -0.1 0.0
C -0.303802 -4.118668 -1.216678 -0.1 0.0 0.0
O -0.852891 -2.884659 -0.856391 0.1 0.0 0.0
B 0.250390 -2.079983 -0.707533 0.0 -0.1 -0.1
O 1.440199 -2.705160 -0.946723 0.0 0.0 0.1
C 1.065845 -4.012400 -1.270118 0.1 0.1 0.0
C 1.884805 -5.065275 -1.604493 0.0 0.0 0.0
H 2.383830 -9.534097 -1.527885 0.0 0.0 0.0
H 0.748526 -8.931762 -1.261610 0.0 0.0 0.0
H 2.077672 -8.340828 -0.259057 0.0 0.0 0.0
H 2.245857 -8.863488 -3.973051 0.0 0.0 0.0
H 1.849884 -7.198705 -4.419015 0.0 0.0 0.0
H 0.610904 -8.251168 -3.727271 0.0 0.0 0.0
H 4.117291 -8.158282 -2.562115 0.0 0.0 0.0
H 3.945207 -6.942264 -1.300676 0.0 0.0 0.0
H 3.852062 -6.476743 -3.010435 0.0 0.0 0.0
H -0.600083 -7.320914 -2.060270 0.0 0.0 0.0
H -2.019061 -5.395270 -1.458209 0.0 0.0 0.0
H 2.956016 -4.931635 -1.631942 0.0 0.0 0.0
```
Positions in Å, forces in eV/Å.

Output
2S+1: 5
Relative energy (zero: lowest compared OMol25 entry of this formula, charge and spin) in kcal per mole: 0.0
Total charge: +1
Electronic energy in Ha: -1557.347402
Max |F| in eV/A: 0.27
LUMO level (spin up / spin down) in eV: -3.114 / -6.478
Gap between HOMO and LUMO (spin up / spin down) in hartree: 0.237 / 0.173

What is the relative energy (zero: lowest compared OMol25 entry of this formula, charge and spin) in the first record? 71.4 kcal per mole